[1]
{
  "formula": "C8H8",
  "method": "the ωB97M-V functional and the def2-TZVPD basis",
  "species": ["C", "C", "C", "C", "C", "C", "C", "C", "H", "H", "H", "H", "H", "H", "H", "H"],
  "positions_angstrom": [[2.363, -0.025, -0.279], [1.034, -0.233, -0.055], [0.521, -1.552, -0.032], [-0.883, -1.590, 0.237], [-1.197, -0.082, 0.102], [-2.361, 0.481, -0.334], [-0.004, 0.691, 0.105], [0.428, 1.999, 0.190], [3.198, -0.827, -0.477], [2.745, 0.932, 0.049], [1.147, -2.460, -0.058], [-1.799, -2.194, 1.027], [-2.425, 1.614, -0.584], [-3.374, -0.040, -0.692], [-0.415, 2.727, 0.519], [1.516, 2.113, 0.621]],
  "nbo_charge": [-0.339, -0.108, -0.178, -0.197, -0.117, -0.349, -0.068, -0.364, 0.213, 0.184, 0.222, 0.269, 0.202, 0.212, 0.203, 0.215],
  "multiplicity": 1,
  "homo_lumo_gap_ha": 0.277
}



[2]
{
  "formula": "C25H49CrN4O3",
  "method": "the ωB97M-V functional and the def2-TZVPD basis",
  "species": ["Cr", "C", "C", "C", "O", "H", "H", "H", "H", "H", "H", "H", "C", "C", "C", "O", "H", "H", "H", "H", "H", "H", "H", "C", "C", "C", "O", "H", "H", "H", "H", "H", "H", "H", "C", "C", "C", "C", "N", "H", "H", "H", "H", "H", "H", "H", "C", "C", "C", "C", "N", "H", "H", "H", "H", "H", "H", "H", "C", "C", "C", "C", "N", "H", "H", "H", "H", "H", "H", "H", "C", "C", "C", "C", "N", "H", "H", "H", "H", "H", "H", "H"],
  "positions_angstrom": [[-38.193, -4.770, 20.029], [-35.803, -7.317, 22.072], [-36.071, -7.122, 20.625], [-37.145, -8.135, 20.244], [-36.399, -5.854, 20.322], [-35.590, -8.372, 22.247], [-36.703, -7.142, 22.661], [-34.955, -6.755, 22.465], [-35.191, -7.439, 20.064], [-36.872, -9.169, 20.450], [-37.167, -8.146, 19.154], [-38.131, -7.883, 20.635], [-41.205, -5.554, 17.172], [-40.522, -6.544, 18.172], [-40.077, -7.795, 17.481], [-39.418, -5.853, 18.798], [-41.674, -5.937, 16.266], [-40.609, -4.774, 16.699], [-42.000, -4.927, 17.577], [-41.250, -6.918, 18.892], [-41.001, -8.158, 17.030], [-39.593, -8.438, 18.216], [-39.502, -7.417, 16.636], [-40.547, -6.638, 22.782], [-40.291, -5.114, 22.746], [-39.897, -4.604, 24.135], [-39.255, -4.858, 21.815], [-39.597, -7.111, 23.031], [-41.007, -7.107, 21.913], [-41.269, -6.779, 23.587], [-41.201, -4.558, 22.521], [-39.839, -3.530, 24.315], [-38.924, -5.026, 24.388], [-40.564, -4.968, 24.916], [-39.500, -13.613, 19.998], [-39.573, -12.125, 19.800], [-38.574, -11.290, 20.652], [-37.130, -11.704, 20.434], [-36.021, -12.058, 20.197], [-39.932, -13.946, 20.941], [-38.460, -13.932, 19.921], [-39.988, -14.192, 19.214], [-40.630, -12.027, 20.048], [-39.423, -11.846, 18.757], [-38.854, -11.493, 21.686], [-38.581, -10.206, 20.540], [-30.605, -4.779, 20.947], [-31.682, -5.862, 20.819], [-32.195, -6.258, 19.413], [-32.658, -5.169, 18.549], [-32.988, -4.308, 17.808], [-29.645, -5.294, 20.918], [-30.816, -4.209, 21.853], [-30.756, -4.098, 20.109], [-32.579, -5.679, 21.412], [-31.300, -6.704, 21.396], [-32.962, -7.032, 19.404], [-31.450, -6.913, 18.960], [-31.833, -10.888, 24.148], [-33.313, -10.492, 24.368], [-34.282, -11.082, 23.219], [-35.713, -11.050, 23.394], [-36.892, -10.946, 23.363], [-31.709, -11.971, 24.176], [-31.137, -10.484, 24.883], [-31.487, -10.471, 23.202], [-33.195, -9.409, 24.342], [-33.607, -10.815, 25.367], [-33.866, -12.004, 22.812], [-34.099, -10.351, 22.432], [-35.418, -9.556, 14.874], [-35.528, -9.113, 16.332], [-34.134, -8.986, 16.983], [-33.532, -7.765, 16.405], [-33.086, -6.845, 15.908], [-34.888, -10.509, 14.898], [-34.737, -8.959, 14.268], [-36.327, -9.792, 14.320], [-36.015, -9.895, 16.915], [-36.130, -8.210, 16.433], [-33.554, -9.891, 16.803], [-34.220, -8.876, 18.064]],
  "lowdin_spin": [3.411, 0.000, -0.030, -0.017, -0.249, 0.000, 0.000, 0.000, -0.014, 0.000, 0.000, 0.001, 0.000, -0.002, -0.003, -0.011, 0.000, 0.000, 0.000, 0.001, -0.001, 0.000, 0.000, 0.003, -0.005, -0.010, -0.073, 0.000, 0.000, 0.001, 0.001, 0.000, 0.000, -0.002, 0.000, 0.000, 0.000, 0.000, 0.000, 0.000, 0.000, 0.000, 0.000, 0.000, 0.000, 0.000, 0.000, 0.000, 0.000, 0.000, 0.000, 0.000, 0.000, 0.000, 0.000, 0.000, 0.000, 0.000, 0.000, 0.000, 0.000, 0.000, 0.000, 0.000, 0.000, 0.000, 0.000, 0.000, 0.000, 0.000, 0.000, 0.000, 0.000, 0.000, 0.000, 0.000, 0.000, 0.000, 0.000, 0.000, 0.000, 0.000],
  "multiplicity": 4,
  "homo_lumo_gap_ha": [0.242, 0.311]
}



[3]
{
  "formula": "C2H8N3",
  "method": "the ωB97M-V functional and the def2-TZVPD basis",
  "species": ["C", "N", "H", "H", "H", "H", "N", "C", "N", "H", "H", "H", "H"],
  "positions_angstrom": [[0.518, -0.250, 2.065], [-0.556, 0.135, 1.454], [0.871, 0.425, 2.878], [0.854, -1.203, 1.847], [-1.272, -0.099, 2.111], [2.079, -0.034, -1.108], [-1.234, 0.347, -1.433], [0.077, 0.119, -1.719], [1.065, -0.006, -0.783], [-1.846, 0.084, -0.596], [-1.757, 0.595, -2.266], [0.272, -0.303, -2.736], [0.929, 0.190, 0.286]],
  "nbo_charge": [0.192, -0.265, 0.327, 0.286, 0.472, 0.476, -0.738, 0.415, -0.727, 0.455, 0.454, 0.286, 0.367],
  "multiplicity": 2,
  "homo_lumo_gap_ha": [0.269, 0.249],
  "total_charge": 2
}



[4]
{
  "formula": "C4H8O3",
  "method": "the ωB97M-V functional and the def2-TZVPD basis",
  "species": ["C", "O", "C", "O", "C", "C", "O", "H", "H", "H", "H", "H", "H", "H", "H"],
  "positions_angstrom": [[1.203, 1.651, -2.026], [0.934, 2.052, -0.687], [0.368, 1.250, 0.154], [0.315, -0.003, -0.307], [0.195, -0.726, 0.948], [-1.225, -1.152, 0.983], [-1.362, -2.023, 2.070], [0.265, 1.291, -2.448], [1.552, 2.560, -2.497], [1.986, 0.897, -2.113], [0.909, -1.536, 0.887], [0.426, -0.122, 1.842], [-1.862, -0.256, 1.079], [-1.416, -1.613, 0.007], [-2.287, -2.270, 2.109]],
  "nbo_charge": [-0.289, -0.499, 0.422, -0.543, -0.091, -0.090, -0.712, 0.193, 0.199, 0.194, 0.194, 0.221, 0.171, 0.160, 0.471],
  "multiplicity": 1,
  "homo_lumo_gap_ha": 0.357
}



[5]
{
  "formula": "H3NO3Si",
  "method": "the ωB97M-V functional and the def2-TZVPD basis",
  "species": ["N", "O", "O", "O", "Si", "H", "H", "H"],
  "positions_angstrom": [[1.640, 0.322, -0.489], [2.627, 0.967, -0.341], [1.694, -0.879, 0.135], [-1.091, -1.143, 0.383], [-1.643, 0.227, 0.170], [0.804, -1.402, 0.016], [-2.024, 0.809, -1.056], [-2.006, 1.099, 1.184]],
  "nbo_charge": [0.312, -0.298, -0.545, -1.194, 1.697, 0.532, -0.249, -0.256],
  "multiplicity": 1,
  "homo_lumo_gap_ha": 0.351,
  "smiles": "O=[SiH2].O=NO"
}



[6]
{
  "formula": "C52H45Cl2O8S3Ta",
  "method": "the ωB97M-V functional and the def2-TZVPD basis",
  "species": ["Ta", "C", "O", "C", "C", "C", "C", "C", "C", "O", "C", "O", "C", "H", "H", "H", "H", "H", "H", "H", "H", "H", "C", "C", "C", "C", "C", "C", "C", "S", "O", "C", "C", "C", "C", "C", "C", "C", "C", "C", "C", "C", "C", "C", "C", "C", "C", "C", "C", "C", "C", "S", "O", "C", "C", "C", "C", "C", "C", "C", "H", "H", "H", "H", "H", "H", "H", "H", "H", "H", "H", "H", "H", "H", "H", "H", "H", "H", "H", "H", "H", "H", "H", "H", "H", "H", "Cl", "C", "C", "C", "C", "O", "C", "C", "O", "C", "H", "H", "H", "H", "C", "S", "C", "O", "H", "H", "H", "H", "H", "H", "Cl"],
  "positions_angstrom": [[0.556, -1.447, -1.643], [5.667, -0.184, -5.991], [5.637, 0.954, -5.120], [4.666, 1.026, -4.217], [4.698, 2.165, -3.373], [3.750, 2.303, -2.412], [2.725, 1.335, -2.232], [1.731, 1.482, -1.231], [1.695, 2.699, -0.354], [0.813, 0.637, -1.024], [2.692, 0.236, -3.109], [1.716, -0.653, -3.055], [3.665, 0.078, -4.089], [6.555, -0.071, -6.600], [4.783, -0.203, -6.629], [5.733, -1.108, -5.413], [5.475, 2.902, -3.531], [3.774, 3.179, -1.777], [1.510, 3.592, -0.957], [2.651, 2.833, 0.157], [0.899, 2.598, 0.378], [3.593, -0.777, -4.746], [-8.015, -0.550, -0.874], [-6.528, -0.574, -0.644], [-5.641, -0.270, -1.684], [-4.274, -0.288, -1.488], [-3.789, -0.624, -0.230], [-4.638, -0.971, 0.810], [-6.007, -0.929, 0.597], [-2.078, -0.593, 0.194], [-1.360, -0.925, -1.156], [-1.868, 1.192, 0.300], [-1.768, 1.948, -0.893], [-1.621, 3.295, -0.810], [-1.546, 3.947, 0.452], [-1.346, 5.347, 0.551], [-1.261, 5.951, 1.773], [-1.371, 5.184, 2.955], [-1.561, 3.833, 2.890], [-1.654, 3.182, 1.636], [-1.821, 1.768, 1.540], [-1.923, 0.915, 2.766], [-3.145, 0.888, 3.500], [-4.250, 1.710, 3.152], [-5.417, 1.631, 3.853], [-5.547, 0.727, 4.934], [-4.504, -0.077, 5.287], [-3.280, -0.022, 4.576], [-2.203, -0.881, 4.900], [-1.037, -0.843, 4.199], [-0.896, 0.071, 3.127], [0.582, 0.143, 2.104], [0.444, -0.996, 1.094], [1.855, -0.330, 3.238], [2.190, -1.660, 3.455], [3.222, -1.959, 4.330], [3.930, -0.949, 4.988], [5.037, -1.278, 5.954], [3.582, 0.379, 4.738], [2.556, 0.695, 3.862], [-8.281, 0.146, -1.668], [-8.549, -0.265, 0.032], [-8.371, -1.540, -1.169], [-6.036, -0.016, -2.661], [-3.598, -0.067, -2.305], [-4.239, -1.267, 1.777], [-6.679, -1.193, 1.406], [-1.805, 1.454, -1.854], [-1.546, 3.892, -1.712], [-1.265, 5.929, -0.361], [-1.110, 7.022, 1.841], [-1.307, 5.675, 3.918], [-1.650, 3.251, 3.800], [-4.163, 2.404, 2.325], [-6.252, 2.266, 3.582], [-6.481, 0.675, 5.479], [-4.596, -0.768, 6.118], [-2.318, -1.585, 5.718], [-0.231, -1.507, 4.468], [1.652, -2.446, 2.936], [3.480, -2.997, 4.515], [5.312, -2.331, 5.906], [4.726, -1.060, 6.979], [5.926, -0.677, 5.753], [4.126, 1.176, 5.235], [2.291, 1.733, 3.675], [0.285, -3.503, -8.778], [0.079, -3.070, -7.121], [-0.974, -2.241, -6.745], [-1.148, -1.880, -5.422], [-0.255, -2.325, -4.465], [-0.419, -1.970, -3.177], [0.792, -3.160, -4.834], [1.743, -3.648, -3.854], [1.863, -3.253, -2.699], [0.946, -3.545, -6.166], [-1.664, -1.883, -7.499], [-1.977, -1.254, -5.117], [2.423, -4.440, -4.195], [1.755, -4.213, -6.444], [3.517, -3.860, -0.171], [3.048, -2.245, 0.428], [4.669, -1.528, 0.400], [2.412, -1.507, -0.786], [3.913, -3.751, -1.179], [2.637, -4.493, -0.173], [4.270, -4.246, 0.519], [5.281, -2.042, 1.143], [4.566, -0.475, 0.663], [5.076, -1.637, -0.606], [0.096, -3.394, -0.463]],
  "mulliken_charge": [2.773, -0.787, -0.425, 0.824, -1.291, -0.666, -0.096, 0.824, -1.633, 0.002, -0.098, -0.364, -0.423, 0.254, 0.341, 0.334, 0.498, 0.520, 0.533, 0.558, -0.291, 0.519, -1.555, 0.886, -0.898, -0.716, 0.318, -0.225, -0.957, 0.364, -0.364, 1.455, -0.536, -0.943, 0.862, -1.245, -0.764, -0.913, -1.162, 0.797, -0.027, -0.812, 1.146, -0.792, -0.885, -0.744, -0.964, 0.880, -1.491, -0.839, 0.534, 1.485, 0.080, 0.161, -0.664, -1.039, 0.961, -1.542, -0.854, -0.802, 0.396, 0.394, 0.307, 0.414, 0.331, 0.620, 0.448, 0.286, 0.458, 0.502, 0.421, 0.483, 0.546, 0.505, 0.497, 0.436, 0.478, 0.452, 0.555, 0.837, 0.400, 0.379, 0.319, 0.388, 0.429, 0.605, -0.183, 0.096, -0.704, -0.544, 0.073, -0.309, 1.230, -0.187, -0.439, -1.038, 0.466, 0.496, 0.417, 0.476, -1.162, 0.757, -1.304, -0.188, 0.323, 0.328, 0.571, 0.518, 0.304, 0.449, -0.432],
  "multiplicity": 1,
  "homo_lumo_gap_ha": 0.285,
  "total_charge": 2
}



[7]
{
  "formula": "C3H3N3OS",
  "method": "the ωB97M-V functional and the def2-TZVPD basis",
  "species": ["C", "C", "C", "H", "H", "H", "N", "N", "N", "O", "S"],
  "positions_angstrom": [[0.603, 0.302, 0.026], [-1.240, -0.955, -0.294], [-1.248, 0.674, 1.308], [3.606, 0.309, -1.675], [-1.809, -1.800, -0.799], [-1.935, 1.120, 2.108], [1.775, 0.725, -0.308], [0.048, -0.915, -0.487], [-0.116, 1.000, 1.097], [-2.016, -0.190, 0.525], [2.331, -0.271, -1.501]],
  "nbo_charge": [0.422, 0.438, 0.400, 0.109, 0.196, 0.189, -0.548, -0.511, -0.431, -0.477, 0.213],
  "multiplicity": 1,
  "homo_lumo_gap_ha": 0.318
}



[8]
{
  "formula": "C5H13N2",
  "method": "the ωB97M-V functional and the def2-TZVPD basis",
  "species": ["C", "C", "C", "N", "C", "C", "N", "H", "H", "H", "H", "H", "H", "H", "H", "H", "H", "H", "H", "H"],
  "positions_angstrom": [[1.525, -0.975, -0.062], [1.183, -0.115, -1.191], [-0.258, 0.449, -1.261], [-1.591, 1.961, 2.110], [-1.040, 1.673, 0.864], [-0.810, 0.427, 0.191], [0.554, -2.171, 0.025], [2.517, -1.337, -0.052], [1.437, -0.531, 0.885], [1.307, -0.637, -2.117], [1.851, 0.738, -1.343], [-0.102, 1.323, -1.868], [-0.947, -0.102, -1.897], [-1.892, 1.229, 2.663], [-1.922, 2.937, 2.281], [-1.163, 2.628, 0.228], [-1.663, -0.285, 0.296], [-0.431, -1.803, -0.078], [0.686, -2.534, 1.004], [0.760, -2.873, -0.678]],
  "nbo_charge": [-0.201, -0.450, -0.435, -0.765, 0.128, -0.545, -0.699, 0.230, 0.230, 0.218, 0.255, 0.237, 0.209, 0.390, 0.419, 0.209, 0.218, 0.464, 0.450, 0.438],
  "multiplicity": 1,
  "homo_lumo_gap_ha": 0.306,
  "smiles": "N/C=C/CCC[NH3+]",
  "total_charge": 1
}



Going through the records in order, we get M values of 104.2 505.7 74.1 104.1 93.1 1146.0 129.1 101.2 g mol⁻¹.
Going through the records in order, we get relative energy (zero: lowest compared OMol25 entry of this formula, charge and spin) values of 5.1487 3.9134 3.2583 3.9411 1.7522 0.5349 2.8795 3.3488 eV.
Going through the records in order, we get calculated total energy values of -8419.87186 -67237.80622 -6650.46337 -10417.06246 -15555.37809 -130129.53559 -20510.49964 -8367.46152 eV.